{
  "formula": "C40H75BrN5O7P2",
  "method": "ωB97M-V/def2-TZVPD",
  "total_charge": 1,
  "total_energy_ha": -5626.02110,
  "multiplicity": 1,
  "e_homo_ev": -11.1,
  "species": ["Br", "P", "P", "O", "O", "O", "O", "O", "O", "O", "N", "N", "N", "N", "N", "C", "C", "C", "C", "C", "C", "C", "C", "C", "C", "C", "C", "C", "C", "C", "C", "C", "C", "C", "C", "C", "C", "C", "C", "C", "C", "C", "C", "C", "C", "C", "C", "C", "C", "C", "C", "C", "C", "C", "C", "H", "H", "H", "H", "H", "H", "H", "H", "H", "H", "H", "H", "H", "H", "H", "H", "H", "H", "H", "H", "H", "H", "H", "H", "H", "H", "H", "H", "H", "H", "H", "H", "H", "H", "H", "H", "H", "H", "H", "H", "H", "H", "H", "H", "H", "H", "H", "H", "H", "H", "H", "H", "H", "H", "H", "H", "H", "H", "H", "H", "H", "H", "H", "H", "H", "H", "H", "H", "H", "H", "H", "H", "H", "H", "H"],
  "positions_angstrom": [[-3.124, 0.182, -3.513], [0.139, -0.073, 2.182], [1.555, 1.502, 1.623], [0.884, -1.121, 2.883], [5.062, -0.213, -0.185], [-0.729, -0.626, 0.946], [-0.602, 4.444, 0.781], [-2.443, 4.604, -2.254], [-0.979, 0.629, 3.064], [1.034, -1.218, -5.029], [3.951, 2.680, 0.037], [-0.429, 3.963, -1.461], [-0.803, 5.204, -4.833], [1.037, 6.849, 0.334], [0.777, 3.458, -2.084], [-1.066, 0.745, -5.337], [-4.993, -2.486, 5.811], [0.204, 4.159, -4.640], [2.114, 3.631, -1.267], [-0.201, -5.294, 0.689], [-0.871, 1.684, -2.900], [1.024, 4.290, -3.351], [1.610, 1.549, -3.588], [-3.346, -4.393, 5.276], [4.550, -0.796, 4.728], [-0.992, 6.451, -2.074], [0.746, 1.030, -1.191], [2.723, -0.139, -0.142], [-2.089, -3.554, 5.505], [4.086, -1.834, 3.943], [0.621, -3.405, -0.820], [-1.175, 0.512, -3.842], [4.227, -0.430, 2.009], [-2.591, -5.222, -0.265], [-5.377, -2.998, 7.196], [4.703, 0.608, 2.793], [0.039, -3.794, 0.541], [2.800, 2.315, -0.809], [2.340, 0.193, -3.611], [-1.211, -5.877, -0.302], [4.085, -0.238, 0.540], [1.634, 6.079, -0.462], [-1.613, -2.813, 4.260], [-3.295, -5.356, 1.083], [-0.948, 3.701, -0.092], [0.190, -2.349, -5.164], [4.855, 0.427, 4.150], [-1.329, 5.002, -2.031], [1.951, 1.207, -0.201], [-2.108, 2.761, 0.067], [2.141, 4.705, -0.165], [0.610, 1.921, -2.460], [3.923, -1.656, 2.585], [1.607, -1.124, -3.745], [-4.577, -3.595, 4.845], [0.759, 0.015, -1.585], [-2.742, -4.859, 1.882], [0.731, 2.635, 1.689], [1.204, 1.764, -4.570], [-1.103, 6.829, -1.054], [-3.211, -5.681, -1.038], [-4.401, -3.157, 3.857], [-4.289, -4.910, 1.051], [-5.705, -2.180, 7.838], [-0.532, -5.493, 1.711], [-2.256, -2.837, 6.314], [0.935, 4.292, -5.440], [-2.721, 3.166, 0.870], [0.751, -5.821, 0.574], [4.621, 1.919, -0.028], [-1.527, 1.702, -5.587], [-0.161, 1.078, -0.617], [2.862, 3.977, -1.981], [-1.445, 1.502, -2.008], [-0.865, 5.438, -5.814], [0.810, -2.326, -0.873], [3.564, -2.466, 1.963], [4.661, -0.952, 5.792], [-5.845, -1.954, 5.380], [-2.709, 2.729, -0.835], [3.220, 1.857, -1.710], [-3.136, -5.144, 4.507], [2.988, 0.244, -4.491], [-0.571, -2.369, -4.378], [-1.719, 6.937, -2.716], [5.224, 1.235, 4.766], [2.072, -0.870, 0.353], [-1.644, -0.011, -5.864], [4.454, 3.448, -0.400], [-0.773, -0.440, -3.515], [0.856, -1.336, -2.976], [-4.190, -1.749, 5.904], [-1.335, 2.554, -3.350], [2.887, -0.516, -1.146], [-2.359, -2.095, 3.910], [-1.724, 4.898, -4.545], [0.723, -3.469, 1.329], [-0.230, -1.230, 0.379], [1.753, 4.342, 0.783], [4.942, 1.569, 2.358], [2.458, 2.235, -3.516], [3.839, -2.791, 4.380], [2.354, -1.925, -3.648], [3.201, 4.878, 0.030], [-1.291, -4.217, 5.849], [0.836, 6.386, 1.221], [-3.409, -6.407, 1.358], [0.772, -3.274, -5.124], [0.005, 6.707, -2.392], [-0.812, -5.811, -1.319], [2.046, 4.074, -3.637], [-0.693, -2.267, 4.450], [1.572, -3.907, -1.006], [3.052, 0.123, -2.793], [1.897, 6.503, -1.435], [-5.415, -4.288, 4.720], [-4.539, -3.487, 7.693], [-1.417, -3.518, 3.446], [-1.318, -6.945, -0.095], [-6.196, -3.718, 7.130], [-0.197, 3.171, -4.823], [-0.896, -3.254, 0.716], [-2.514, -4.162, -0.530], [-0.296, -2.273, -6.133], [-1.790, 0.852, 2.590], [-0.044, 0.687, -5.700], [-3.573, -4.954, 6.186], [-0.059, -3.650, -1.638], [-1.790, 1.756, 0.328], [1.062, 5.331, -3.053]],
  "forces_ev_per_angstrom": [[0.1543, -0.0164, 0.0020], [0.2109, -0.6025, 0.3480], [0.5576, 0.2504, 0.4715], [0.0569, 0.2004, -0.2528], [-0.0678, 0.2446, 0.0941], [-0.2063, 0.5417, -0.1920], [0.0209, -0.5280, -0.0955], [0.3336, 0.2777, 0.0211], [-0.0267, 0.1362, -0.1730], [-0.1962, 0.1622, 0.1629], [-0.0688, 0.0377, -0.2522], [0.4618, 0.1318, -0.1924], [0.0906, -0.2013, 0.1516], [0.0110, 0.0342, 0.0138], [0.1317, 0.0254, -0.0191], [-0.1463, 0.0748, -0.0043], [-0.0638, -0.0278, 0.0225], [-0.4867, 0.2996, -0.4191], [0.6524, 0.2916, 0.6256], [-0.0122, -0.0498, -0.0276], [0.2737, 0.0897, -0.2726], [0.5100, 0.1912, -0.5441], [0.8494, 0.4726, 0.2702], [-0.0136, -0.0038, 0.0133], [-0.0793, -0.0774, 0.1502], [-0.1457, 0.2280, 0.1001], [0.5969, 0.3055, 0.2958], [-0.2555, -0.4527, 0.3011], [0.0004, -0.0369, -0.0739], [-0.0194, -0.2532, 0.0223], [-0.2238, -0.0044, 0.1216], [-0.9319, -0.0453, 0.1342], [-0.1021, -0.0624, -0.0591], [-0.0304, -0.0662, 0.0419], [0.0337, 0.0650, -0.0247], [0.1645, 0.1994, -0.0058], [0.1666, 0.0078, -0.0214], [0.8704, -0.2154, -0.0289], [0.0085, -0.0412, -0.2915], [0.0053, 0.0388, -0.0106], [0.3914, -0.0648, -0.4085], [-0.0711, 0.2213, -0.0507], [-0.0443, -0.0455, 0.1078], [0.0051, 0.0573, -0.0546], [-0.1243, 0.4228, 0.2739], [0.2148, 0.0277, -0.1084], [0.1192, -0.0225, 0.3257], [-0.5499, -0.6194, -0.3008], [-0.5834, 0.0326, -0.1686], [-0.1725, 0.2346, 0.0129], [-0.1524, -0.2312, 0.2311], [-0.7139, -0.9485, -0.0749], [-0.1298, 0.1084, -0.3397], [0.3827, -0.6003, -0.2851], [0.0138, 0.0082, -0.0293], [-0.0347, -0.0119, 0.0014], [0.0062, 0.0016, 0.0183], [-0.4020, -0.0650, -0.4242], [-0.2454, -0.1528, 0.0829], [0.0311, -0.0131, 0.0383], [-0.0053, 0.0216, -0.0144], [0.0083, -0.0129, -0.0043], [-0.0079, -0.0139, 0.0086], [-0.0110, -0.0062, 0.0095], [-0.0072, -0.0007, 0.0064], [-0.0132, -0.0160, 0.0179], [0.1436, 0.0671, 0.1255], [0.0600, -0.1096, 0.1229], [0.0060, 0.0118, -0.0001], [-0.0250, -0.0471, 0.1482], [0.0271, 0.0545, -0.0475], [-0.3181, 0.2040, 0.0367], [-0.4456, 0.1797, -0.3405], [-0.0836, 0.0170, 0.2197], [0.0017, 0.0812, -0.0152], [0.0912, 0.0305, -0.0870], [-0.0768, -0.0566, 0.0369], [0.0490, 0.0947, 0.0288], [0.0080, 0.0198, -0.0010], [0.0589, -0.1012, -0.1038], [-0.2635, 0.0127, -0.1339], [0.0196, -0.0035, -0.0017], [-0.0731, 0.0249, -0.0529], [-0.0536, -0.0477, 0.0287], [-0.0013, -0.0123, -0.0189], [-0.0038, 0.0502, -0.0021], [-0.0060, -0.0062, 0.0645], [0.1133, -0.0754, -0.0246], [-0.0130, 0.0733, 0.0926], [0.2601, 0.1892, -0.0757], [-0.0300, 0.1536, 0.0355], [0.0099, -0.0002, -0.0166], [0.0709, 0.1926, 0.0178], [0.0179, 0.0315, -0.0438], [-0.0013, -0.0107, -0.0150], [-0.0652, 0.0081, -0.0247], [-0.0231, 0.0353, 0.0363], [-0.0977, -0.2488, 0.1268], [-0.1556, 0.0414, -0.0429], [-0.0274, 0.0234, -0.1068], [-0.0489, -0.0022, -0.0401], [0.0212, -0.0051, 0.0762], [0.0312, 0.0202, 0.1524], [0.0254, -0.1469, -0.0297], [0.0108, 0.0189, 0.0209], [-0.0209, -0.0068, 0.0121], [0.0154, -0.0064, 0.0200], [-0.0240, -0.0477, 0.0335], [0.0660, -0.0015, -0.0425], [0.0130, -0.0034, 0.0080], [-0.0776, -0.2294, 0.1339], [0.0355, 0.0089, -0.0200], [0.0103, 0.0114, 0.0006], [-0.1187, 0.0353, 0.0873], [0.1007, -0.0566, -0.0753], [-0.0112, 0.0040, 0.0053], [-0.0024, -0.0141, 0.0020], [-0.0045, 0.0162, -0.0378], [-0.0192, -0.0056, 0.0020], [0.0116, -0.0266, 0.0043], [0.0718, -0.1759, 0.2159], [-0.0330, -0.0456, 0.0039], [0.0081, -0.0018, -0.0241], [-0.0020, -0.0361, -0.0167], [-0.0687, -0.0047, 0.0806], [-0.0332, 0.0988, 0.0120], [-0.0130, 0.0067, -0.0007], [0.0158, -0.0037, -0.0074], [0.0949, -0.1545, 0.0060], [-0.2172, -0.0560, 0.1773]]
}


{
  "formula": "C20H66InN2O18",
  "method": "ωB97M-V/def2-TZVPD",
  "total_charge": 3,
  "total_energy_ha": -2454.36391,
  "multiplicity": 1,
  "e_homo_ev": -15.3,
  "species": ["In", "O", "O", "O", "O", "O", "O", "O", "O", "O", "O", "O", "O", "O", "O", "O", "O", "O", "O", "N", "N", "C", "C", "C", "C", "C", "C", "C", "C", "C", "C", "C", "C", "C", "C", "C", "C", "C", "C", "C", "C", "H", "H", "H", "H", "H", "H", "H", "H", "H", "H", "H", "H", "H", "H", "H", "H", "H", "H", "H", "H", "H", "H", "H", "H", "H", "H", "H", "H", "H", "H", "H", "H", "H", "H", "H", "H", "H", "H", "H", "H", "H", "H", "H", "H", "H", "H", "H", "H", "H", "H", "H", "H", "H", "H", "H", "H", "H", "H", "H", "H", "H", "H", "H", "H", "H", "H"],
  "positions_angstrom": [[-0.918, -1.249, -0.907], [0.564, -3.861, -0.666], [-0.635, -2.427, 1.900], [-2.267, -3.968, -0.560], [-3.154, -0.937, 1.309], [-3.089, 2.071, 1.671], [-5.731, -2.480, -0.483], [1.649, -0.987, 0.311], [-3.671, -2.009, -1.862], [6.127, -2.912, 3.318], [-0.600, 1.159, 0.920], [1.032, 0.900, -1.891], [-0.077, 5.710, 0.093], [1.256, -1.890, -2.935], [-1.383, 0.325, -3.682], [-3.912, 3.851, -0.487], [-1.535, -2.556, -3.656], [-2.963, 1.097, -1.217], [-0.408, 1.971, 3.779], [2.564, -2.573, 2.379], [0.184, 3.403, -1.631], [-1.406, -1.783, -4.902], [2.272, -0.889, -3.011], [1.585, 4.664, -3.080], [1.683, 0.513, -3.094], [0.641, 1.290, 3.035], [4.081, -0.767, 3.026], [6.866, -3.662, 4.261], [-3.245, 3.461, 1.766], [0.203, 5.842, -1.316], [1.048, 4.564, -1.720], [-0.220, -4.813, -1.365], [0.574, 1.596, 1.518], [-1.973, -0.420, -4.790], [4.004, -2.164, 2.419], [4.742, -3.117, 3.374], [-1.833, -2.518, 2.635], [-1.441, -5.135, -0.592], [-2.982, 4.193, 0.511], [1.004, 5.859, 0.998], [-2.632, -1.239, 2.564], [-0.575, 1.488, 4.592], [-3.440, 1.652, 2.460], [1.874, 4.503, -1.011], [2.858, -1.120, -3.901], [3.379, -0.055, 2.591], [2.463, -0.528, 0.104], [-1.883, 0.154, -5.712], [-2.673, 3.902, 2.582], [-0.123, -3.146, 2.276], [-0.388, -1.657, -5.272], [1.543, -2.606, -3.505], [-3.446, -1.414, 3.268], [4.374, -2.329, 1.407], [1.838, 6.440, 0.606], [0.587, 2.684, 1.456], [-4.416, -2.103, -1.268], [-2.083, -0.363, 2.908], [-3.048, 5.275, 0.623], [-1.415, 1.511, 1.285], [-3.455, 1.710, -0.670], [-1.961, 4.024, 0.170], [-4.032, -2.194, -2.729], [-0.505, 3.439, -2.369], [-0.346, 3.388, -0.772], [5.073, -0.336, 2.891], [-2.731, 1.603, -1.996], [-1.671, 1.233, -3.803], [2.118, -2.387, 3.266], [3.838, -0.716, 4.087], [2.570, -3.565, 2.191], [-3.901, -0.362, 1.493], [4.451, -4.147, 3.171], [1.218, 4.859, 1.375], [-1.985, -2.258, -5.695], [-3.042, -0.492, -4.591], [-4.297, 3.584, 2.024], [1.154, -4.417, -0.152], [-3.153, -4.335, -0.590], [-2.186, -3.242, -3.821], [2.494, 1.205, -3.320], [2.262, 3.818, -3.205], [-0.384, -4.516, -2.401], [6.420, -4.648, 4.389], [-2.309, -3.425, 2.263], [-5.820, -1.869, 0.249], [1.525, 1.289, 1.083], [-1.518, -2.608, 3.675], [-1.113, -5.445, 0.400], [7.872, -3.887, 3.907], [-1.992, -5.974, -1.017], [6.935, -3.076, 5.178], [-0.742, 5.833, -1.859], [1.024, 0.567, -3.960], [4.331, -2.929, 4.366], [0.496, 0.270, 3.391], [2.210, 5.535, -3.276], [1.874, -1.550, 1.052], [0.776, 4.623, -3.809], [2.895, -1.101, -2.142], [0.757, 6.735, -1.605], [-6.631, -2.704, -0.719], [0.397, -5.698, -1.516], [0.682, 6.392, 1.893], [1.600, 1.603, 3.447], [0.871, 1.837, -2.022], [-3.499, 3.942, -1.349]],
  "forces_ev_per_angstrom": [[0.6312, 0.4972, 0.0900], [-0.2117, 0.6657, -0.4446], [0.6887, 0.7910, -0.9174], [0.5103, -0.3063, 0.4181], [-0.0882, -0.4952, -1.3399], [1.0140, -1.4023, -0.7884], [-0.1521, -0.0948, 0.4872], [-1.3631, 0.5321, -1.4477], [1.8906, 0.4428, -0.4109], [-0.4466, 0.1811, -0.8497], [0.6463, -1.9622, -2.3006], [0.3508, -2.6937, -0.2354], [-0.6913, 0.7626, -1.2314], [-0.9389, 0.4025, 0.2036], [0.0830, -0.7318, -0.3624], [-0.4673, -1.1768, -0.5764], [0.8290, 1.0541, -0.8957], [0.6857, -0.9612, -0.3114], [0.0262, 0.3821, -1.1723], [0.5344, 0.3331, -0.6497], [0.2044, -0.5789, -0.0350], [0.0361, -0.2544, -0.0037], [0.0457, -0.3895, 0.2473], [0.8916, -0.2894, -1.1561], [0.7282, -0.8158, -0.3743], [-0.6293, 0.1603, 1.1624], [0.2766, 0.7292, -0.8416], [0.1366, -0.2900, 0.1584], [-1.6519, 1.1477, 1.3675], [1.0640, -1.4201, 1.0202], [-1.1334, 1.8315, 0.9190], [0.8961, -1.0736, -1.1014], [0.2577, 0.7445, 2.7914], [-1.2114, 1.0270, 1.1234], [-0.5737, -0.3601, 1.4696], [0.1221, 0.1118, 0.0109], [0.0142, 0.4541, 0.1234], [-0.0931, -0.1928, -0.0131], [0.7919, 0.7097, -0.7510], [-0.3469, 0.0028, 0.5395], [-0.0784, -0.5850, 1.2712], [0.1262, 0.0733, 0.0923], [0.0386, 0.2966, 0.2282], [-0.1327, -0.2522, 0.2032], [0.1369, 0.4733, -0.0837], [-0.1199, -0.0217, -0.4892], [0.0763, 0.3514, -0.4969], [0.3624, -0.2098, -0.1404], [0.3268, -0.1383, -0.0130], [0.7122, -0.0976, -0.6760], [0.3162, -0.7230, 0.5972], [-0.4209, -0.3534, 0.1065], [-0.2126, 0.1090, 0.1602], [0.2793, 0.6078, -0.0066], [0.1831, -0.4323, -0.2155], [-0.0045, 0.3794, -0.0134], [-0.8675, -0.0429, 0.6038], [0.5487, -0.1920, 0.2984], [0.0962, 0.0259, 0.7427], [-0.8631, 0.4503, 0.6882], [-0.3181, 0.5091, 0.6887], [0.1978, -0.1836, 0.0102], [0.1178, 0.1954, -0.3373], [-0.1289, 0.1961, -0.3411], [0.1467, -0.0927, 0.3973], [0.0297, -0.1212, 0.1288], [-0.0155, -0.0687, -0.1894], [0.0632, 0.1323, 0.0253], [0.0378, -0.1535, 0.2900], [0.1615, -0.5625, 0.1224], [-0.3346, -0.3029, 0.2056], [-0.0652, 0.3159, -0.6858], [0.2542, -0.4577, -0.3762], [0.8729, -0.0001, -0.1897], [0.1251, -0.2753, 0.0028], [-0.2005, 0.0050, 0.0684], [-0.1541, 0.5759, 0.0201], [0.3383, 0.5560, 0.4866], [-0.5339, 0.7902, -0.0725], [-0.1131, -0.1127, 0.1771], [0.2563, 0.0924, 0.2481], [-0.0663, -0.1930, -0.4846], [-0.4098, 0.6868, 0.1832], [-0.2508, 0.0176, 0.4270], [-0.8343, 0.2226, 0.3897], [-0.0992, 0.1334, 0.3126], [-0.6567, -0.4902, -0.5052], [-0.4890, -0.2779, 0.2727], [-0.2204, 0.1286, 0.3348], [-0.0443, 0.5088, -0.3006], [0.0533, 0.0033, -0.1949], [-0.0456, -0.3750, 0.2693], [-0.1245, 0.0530, 0.1687], [-0.3037, -0.0942, 0.1187], [0.0878, 0.1722, 0.4706], [0.4313, -0.6494, -1.1201], [-0.2689, 0.1638, 0.1848], [0.1844, -1.3670, 1.5160], [0.1046, 0.0276, -0.2719], [0.2996, 0.7513, 0.0548], [0.0498, 0.2317, 0.4039], [-0.3591, -0.1839, -0.2509], [-0.1096, -0.3851, 0.2966], [-0.4047, 0.2451, -0.1826], [0.2432, 0.2205, -0.2887], [-1.2003, 1.8667, 0.7854], [-0.1639, 0.3531, -0.0478]]
}


{
  "formula": "C3H2F4O",
  "method": "ωB97M-V/def2-TZVPD",
  "total_energy_ha": -590.07914,
  "de_lowest_ev": 3.186,
  "multiplicity": 1,
  "e_homo_ev": -9.1,
  "species": ["F", "F", "F", "F", "O", "C", "C", "C", "H", "H"],
  "positions_angstrom": [[-2.492, -1.374, -0.895], [-0.611, 0.859, -1.155], [0.361, 1.580, 0.706], [-2.648, -0.002, 0.632], [2.196, -0.227, 0.745], [0.350, 0.661, -0.310], [1.419, -0.123, -0.346], [-2.013, -1.061, 0.297], [1.546, -0.841, -1.099], [1.893, 0.528, 1.427]],
  "forces_ev_per_angstrom": [[0.2001, 0.1284, 0.5297], [-0.5410, 0.2473, -0.7338], [-0.9484, -0.2592, -0.4413], [-0.3908, 0.5749, 0.2019], [0.0740, 2.4193, 2.4595], [1.9068, 0.8337, 1.1603], [-1.7620, 0.2701, 0.5876], [0.0409, -0.8271, -0.6393], [0.3564, -0.8368, -0.8461], [1.0640, -2.5506, -2.2786]]
}